Below is a 2-piece molecular cluster, C3H6Br2O2 overall at a distorted geometry, with properties calculated with wB97M-V/def2-TZVPD.

The value obtained for the relative energy (zero: lowest compared OMol25 entry of this formula, charge and spin) is 55.6 kcal per mole. The highest occupied orbital energy (spin up / spin down) is -9.2 / -9.2 eV.

Positions of all 13 atoms, in Å:
C1 -0.132 0.023 1.527
C2 -0.212 -0.048 -1.133
C3 -0.721 0.445 0.229
O1 1.190 0.132 -1.164
O2 -0.760 0.683 -2.181
Br1 -1.324 2.253 0.111
Br2 -3.122 -0.925 -0.005
H1 0.914 0.280 1.428
H2 -0.272 -1.029 1.695
H3 -0.645 0.727 2.230
H4 -0.304 -1.111 -1.139
H5 1.502 0.949 -1.444
H6 -1.132 0.337 -3.024